Version a
Here is a 11-piece molecular cluster, C6H33NO11 overall from OMol25. Energies are from the ωB97M-V functional and the def2-TZVPD basis.

Structure (XYZ):
```
51
Properties=species:S:1:pos:R:3
C -1.672 -1.675 -1.424
N -1.680 -0.493 -2.270
C -1.169 0.719 -1.884
O -0.764 1.553 -2.668
C -1.205 1.040 -0.406
C -1.848 2.375 -0.031
C -2.460 2.358 1.388
C -0.829 3.519 -0.168
H -2.499 -1.628 -0.722
H -1.618 -2.674 -1.837
H -0.794 -1.750 -0.770
H -1.312 -0.730 -3.177
H -1.571 0.224 0.208
H -0.196 0.963 0.000
H -2.537 2.640 -0.830
H -2.209 3.294 1.876
H -3.507 2.080 1.344
H -1.927 1.553 1.899
H -1.332 4.453 0.066
H 0.070 3.475 0.449
H -0.490 3.562 -1.174
O -0.170 -2.754 2.569
H 0.083 -3.150 3.403
H 0.518 -2.117 2.271
O 2.121 -1.392 2.453
H 2.255 -0.532 1.989
H 2.773 -2.035 2.169
O 2.252 0.666 0.832
H 2.738 0.284 0.083
H 2.323 1.624 0.647
O -2.724 -1.246 2.470
H -2.410 -1.640 3.290
H -2.027 -1.508 1.860
O 3.031 3.281 0.332
H 3.849 2.792 0.156
H 2.727 3.500 -0.558
O 3.285 -2.581 0.007
H 2.386 -2.830 -0.248
H 3.811 -3.335 0.275
O 0.479 -3.695 0.011
H 0.662 -4.621 -0.132
H 0.190 -3.429 0.902
O 4.343 0.523 -1.091
H 4.104 0.166 -1.955
H 4.587 -0.254 -0.572
O -4.959 -0.990 -1.307
H -4.056 -0.978 -1.645
H -4.952 -0.341 -0.596
O 1.714 0.351 -2.539
H 1.635 1.189 -2.994
H 0.978 0.196 -1.950
```

## Properties
orbital gap: 9.96 eV
HOMO: -9.9300 eV
structure (SMILES): CNC(=O)CC(C)C.O.O.O.O.O.O.O.O.O.O

Mulliken population analysis, charges in e, atoms 1 to 8:
1. C -0.959
2. N 0.004
3. C -0.455
4. O -0.608
5. C 0.715
6. C 0.631
7. C -1.308
8. C -1.819

=====

Version b
Here is a 11-piece molecular cluster, C6H33NO11 overall from OMol25. Energies are from the ωB97M-V functional and the def2-TZVPD basis.

Structure (XYZ):
```
51
Properties=species:S:1:pos:R:3
C -2.062 1.948 0.919
C -0.916 2.136 -0.012
C 0.343 1.371 0.567
N 0.464 0.128 -0.170
C 1.285 -0.953 0.297
C 1.762 -1.781 -0.895
C 0.664 -1.716 1.443
O -0.502 -1.350 1.773
H -2.824 2.654 0.590
H -1.678 2.165 1.901
H -2.578 0.969 1.054
H -1.173 1.814 -0.990
H -0.724 3.220 -0.234
H 1.365 1.918 0.360
H 0.256 1.230 1.756
H -0.456 -0.293 -0.465
H 2.254 -0.619 0.774
H 0.914 -2.288 -1.384
H 2.426 -2.697 -0.553
H 2.083 -1.286 -1.807
H 0.985 -2.495 2.056
O 3.231 1.285 2.665
H 2.882 0.609 3.190
H 2.391 1.762 2.426
O -1.524 1.198 -3.570
H -2.176 1.184 -4.282
H -0.678 0.961 -3.908
O -0.975 -3.822 -1.997
H -0.933 -4.355 -1.094
H -1.441 -2.975 -1.705
O 4.265 0.436 -1.983
H 4.713 -0.246 -1.562
H 3.912 1.052 -1.378
O 0.745 0.359 -3.289
H 1.312 1.135 -3.464
H 0.511 0.144 -2.362
O -0.056 0.325 4.481
H -0.955 -0.038 4.607
H 0.181 -0.251 3.699
O 0.414 2.645 3.244
H 0.199 1.849 3.888
H -0.448 3.054 3.319
O -1.144 -2.260 -4.312
H -0.471 -1.664 -4.320
H -0.837 -2.970 -3.718
O -2.752 -0.408 3.812
H -3.224 0.336 3.551
H -2.500 -1.054 3.041
O -2.281 -1.166 -1.771
H -1.532 -0.542 -1.774
H -2.719 -0.654 -2.411
```

## Properties
orbital gap: 9.34 eV
HOMO: -9.3955 eV
structure (SMILES): CCCN[C@H](C)C=O.O.O.O.O.O.O.O.O.O.O

Mulliken population analysis, charges in e, atoms 1 to 8:
1. C -0.816
2. C -0.467
3. C 0.437
4. N 0.385
5. C 0.702
6. C -1.665
7. C -0.581
8. O -0.490

=====

Short version: version b is the least stable of them.

=====

Version a
Here is a 2-piece molecular cluster, C2H5BrS overall from OMol25. Energies are from the ωB97M-V functional and the def2-TZVPD basis.

Structure (XYZ):
```
9
Properties=species:S:1:pos:R:3
C -0.611 0.826 0.658
C 0.252 -0.305 0.114
S -0.367 -1.964 -0.050
Br 1.982 0.088 -0.068
H -0.631 1.707 -0.043
H -1.554 0.431 1.167
H 0.029 1.093 1.480
H 0.248 0.546 -2.580
H 0.651 -2.424 -0.677
```

## Properties
orbital gap (alpha / beta): 5.09 / 4.13 eV
HOMO (alpha / beta): -6.6281 / -6.2055 eV

Mulliken population analysis, charges in e, atoms 1 to 8:
1. C -0.773
2. C 0.053
3. S -0.133
4. Br 0.005
5. H 0.249
6. H 0.320
7. H 0.353
8. H -0.239

=====

Version b
Here is a 2-piece molecular cluster, C2H5BrS overall from OMol25. Energies are from the ωB97M-V functional and the def2-TZVPD basis.

Structure (XYZ):
```
9
Properties=species:S:1:pos:R:3
C -0.475 0.054 0.754
C -0.267 -0.155 -0.726
S -0.718 1.123 -1.846
Br -0.902 -1.873 -1.075
H -1.441 -0.224 1.214
H 0.259 -0.441 1.230
H -0.492 1.087 0.978
H 1.744 -0.180 -1.059
H -1.137 0.167 -2.661
```

## Properties
orbital gap (alpha / beta): 7.94 / 8.55 eV
HOMO (alpha / beta): -8.3175 / -9.0067 eV

Mulliken population analysis, charges in e, atoms 1 to 8:
1. C -1.204
2. C 0.039
3. S -0.133
4. Br -0.090
5. H 0.367
6. H 0.346
7. H 0.395
8. H 0.128

=====

Short version: version a is the least stable of them.

=====

Version a
Here is a 2-piece molecular cluster, C5H12NO overall from OMol25. Energies are from the ωB97M-V functional and the def2-TZVPD basis.

Structure (XYZ):
```
19
Properties=species:S:1:pos:R:3
C 0.007 -2.804 0.453
C -1.018 -1.660 0.611
C -0.422 -0.339 0.304
C -0.884 0.608 -0.518
N -0.155 1.716 -0.979
C -0.732 2.939 -1.038
H -0.220 -3.779 0.867
H 0.309 -2.763 -0.590
H 0.893 -2.507 1.029
H -1.956 -1.770 0.052
H -1.247 -1.585 1.690
H 0.559 -0.288 0.771
H -1.917 0.660 -0.868
H 0.848 1.594 -0.804
H -1.729 3.130 -0.695
H -0.074 3.600 -1.587
H 2.656 0.844 1.163
H 2.572 0.925 -0.328
O 2.510 1.479 0.467
```

## Properties
<S²>: 0.758
multiplicity: 2
orbital gap (alpha / beta): 6.75 / 9.17 eV
HOMO (alpha / beta): -6.1202 / -8.5463 eV

Mulliken population analysis, charges in e, atoms 1 to 8:
1. C -1.155
2. C -0.413
3. C -0.257
4. C -0.004
5. N -0.166
6. C -0.723
7. H 0.342
8. H 0.326

=====

Version b
Here is one molecule with the formula C5H12NO from OMol25. Energies are from the ωB97M-V functional and the def2-TZVPD basis.

Structure (XYZ):
```
19
Properties=species:S:1:pos:R:3
C -1.396 0.046 1.385
O -0.612 -1.237 1.236
C -0.575 1.231 0.764
C -0.402 1.220 -0.712
C 0.017 -0.174 -1.212
C 2.331 -1.062 -0.978
N 1.182 -0.832 -0.465
H -1.795 0.201 2.354
H -2.335 -0.148 0.808
H -0.576 -1.728 2.099
H -1.023 2.312 0.935
H 0.480 1.054 1.202
H 0.295 1.932 -1.206
H -1.403 1.519 -1.269
H 0.259 -0.252 -2.321
H -0.839 -0.874 -0.923
H 3.023 -0.900 -0.136
H 2.554 -0.964 -1.970
H 0.816 -1.344 0.408
```

## Properties
<S²>: 0.753
multiplicity: 2
orbital gap (alpha / beta): 5.82 / 9.50 eV
HOMO (alpha / beta): -5.2098 / -8.8867 eV

Mulliken population analysis, charges in e, atoms 1 to 8:
1. C -0.649
2. O -0.576
3. C -0.296
4. C -0.593
5. C -0.750
6. C -0.719
7. N -0.006
8. H 0.470

=====

Short version: version b is the least stable of them.

=====

Version a
Here is C3H7NO4S as an isolated structure from OMol25. Energies are from the ωB97M-V functional and the def2-TZVPD basis.

Structure (XYZ):
```
16
Properties=species:S:1:pos:R:3
C 1.506 -1.298 -1.602
C 0.836 -1.082 -0.457
C 0.187 0.201 -0.005
N 0.251 1.246 -0.773
O -0.685 1.895 1.878
O -0.620 -0.466 2.531
O 1.326 0.539 1.396
O -2.330 -0.165 0.040
S -0.109 0.607 1.719
H 1.988 -2.270 -1.845
H 1.882 -0.481 -2.203
H 0.451 -1.944 0.309
H -0.227 2.078 -0.531
H -2.515 0.549 0.658
H 0.833 1.503 -1.584
H -2.774 -0.912 0.470
```

## Properties
orbital gap (alpha / beta): 10.46 / 10.46 eV
HOMO (alpha / beta): -10.3509 / -10.3504 eV

Mulliken population analysis, charges in e, atoms 1 to 8:
1. C -0.738
2. C -0.186
3. C 0.761
4. N -0.316
5. O -0.581
6. O -0.554
7. O -0.461
8. O -0.633

=====

Version b
Here is one molecule with the formula C3H7NO4S from OMol25. Energies are from the ωB97M-V functional and the def2-TZVPD basis.

Structure (XYZ):
```
16
Properties=species:S:1:pos:R:3
C -0.381 -0.208 -0.409
C -1.651 0.101 0.147
C 0.891 0.686 -0.471
N -2.794 -0.403 -0.499
O 3.277 0.891 0.521
O 2.310 -1.512 0.684
O -0.768 -0.849 0.723
O 0.908 1.576 0.578
S 2.705 -0.223 -0.229
H -0.457 -0.817 -1.283
H -1.975 0.968 0.671
H 0.997 1.211 -1.462
H 1.437 -1.470 1.179
H -3.632 -0.364 0.096
H -2.699 -1.238 -0.926
H 1.832 1.651 0.679
```

## Properties
orbital gap: 10.24 eV
HOMO: -9.4790 eV

Mulliken population analysis, charges in e, atoms 1 to 8:
1. C -0.132
2. C 0.183
3. C -0.273
4. N -0.554
5. O -0.603
6. O -0.438
7. O -0.532
8. O -0.510

=====

Short version: version a is the least stable of them.

=====

Version a
Here is C34H57BeN3O2SeSi as an isolated structure from OMol25. Energies are from the ωB97M-V functional and the def2-TZVPD basis.

Structure (XYZ):
```
99
Properties=species:S:1:pos:R:3
O 0.433 1.371 1.772
O 4.148 2.193 0.171
C 0.174 2.934 1.734
C -0.621 3.246 2.968
H -0.322 3.086 0.758
H 1.165 3.371 1.722
H -1.534 2.638 2.970
H -0.874 4.313 2.999
H -0.039 3.049 3.886
C 1.464 0.784 2.724
C 2.349 1.893 3.187
H 2.010 0.012 2.173
H 0.878 0.296 3.498
H 2.909 2.323 2.338
H 3.072 1.510 3.919
H 1.766 2.678 3.689
C 4.737 0.912 -0.004
C 4.279 3.197 -0.821
C 5.624 0.577 1.189
H 5.304 0.872 -0.942
H 3.935 0.152 -0.052
H 6.416 1.326 1.313
H 6.075 -0.408 1.031
H 5.061 0.545 2.133
C 5.459 4.110 -0.529
H 3.358 3.793 -0.772
H 4.360 2.776 -1.833
H 5.457 4.461 0.510
H 5.386 4.979 -1.189
H 6.411 3.597 -0.705
H -0.288 0.799 1.315
N -2.595 -0.485 -0.211
C -3.219 -0.936 -1.307
C -2.573 -1.750 -2.237
C -1.359 -2.401 -2.032
C -4.662 -0.595 -1.533
H -4.834 0.488 -1.571
H -5.293 -1.022 -0.742
H -4.970 -1.031 -2.489
C -0.880 -3.335 -3.109
H -1.128 -4.379 -2.869
H 0.200 -3.259 -3.280
H -1.391 -3.079 -4.046
N -0.687 -2.304 -0.871
C -3.306 0.262 0.778
C -3.415 1.666 0.659
C -2.903 2.401 -0.545
C -4.093 2.365 1.658
H -4.184 3.449 1.551
C -4.669 1.684 2.730
H -5.179 2.253 3.507
C -4.600 0.293 2.811
H -5.077 -0.252 3.628
C -3.951 -0.435 1.814
C -3.952 -1.938 1.846
C 0.100 -3.385 -0.384
C 1.505 -3.315 -0.459
C 2.169 -2.185 -1.175
C 2.271 -4.380 0.016
H 3.353 -4.310 -0.071
C 1.656 -5.492 0.590
H 2.268 -6.306 0.975
C 0.269 -5.566 0.644
H -0.223 -6.443 1.071
C -0.526 -4.538 0.144
C -2.016 -4.705 0.162
Be -0.940 -0.858 -0.001
H -2.132 3.138 -0.277
H -3.708 2.977 -1.028
H -2.507 1.723 -1.310
H -4.014 -2.362 0.834
H -4.827 -2.291 2.410
H -3.047 -2.324 2.337
H 3.178 -2.012 -0.784
H 1.614 -1.246 -1.079
H 2.274 -2.384 -2.254
H -2.531 -3.826 0.569
H -2.263 -5.564 0.801
H -2.430 -4.916 -0.837
H -3.114 -1.968 -3.167
C -0.047 0.616 -0.685
Si 0.267 1.177 -2.447
H -0.664 1.461 -0.333
H 0.961 0.720 -0.273
C 0.448 3.044 -2.383
C -1.104 0.810 -3.671
C 1.879 0.500 -3.134
H 2.708 0.599 -2.420
H 2.131 1.093 -4.025
H 1.800 -0.550 -3.446
H -0.303 3.525 -1.750
H 0.319 3.432 -3.399
H 1.437 3.340 -2.019
H -2.112 0.998 -3.276
H -1.056 -0.225 -4.036
H -0.947 1.485 -4.525
Se -0.555 -1.840 4.464
C -0.659 -1.511 2.747
N -0.713 -1.185 1.595
```

## Properties
orbital gap: 7.53 eV
HOMO: -7.1441 eV

Mulliken population analysis, charges in e, atoms 1 to 8:
1. O 0.442
2. O -0.138
3. C 0.345
4. C -0.926
5. H -0.558
6. H 0.490
7. H 0.175
8. H 0.402

=====

Version b
Here is C34H57BeN3O2SeSi as an isolated structure from OMol25. Energies are from the ωB97M-V functional and the def2-TZVPD basis.

Structure (XYZ):
```
99
Properties=species:S:1:pos:R:3
O -0.691 2.774 -0.733
O -4.218 -1.153 -3.584
C -1.958 2.850 -0.012
C -2.283 4.302 0.233
H -1.798 2.294 0.930
H -2.805 2.389 -0.571
H -1.487 4.766 0.816
H -3.215 4.411 0.785
H -2.338 4.852 -0.710
C -0.853 2.360 -2.111
C -2.245 2.294 -2.766
H -0.402 1.356 -2.144
H -0.218 3.081 -2.700
H -2.787 1.348 -2.632
H -2.018 2.347 -3.836
H -2.902 3.125 -2.491
C -3.013 -1.815 -3.934
C -4.894 -1.774 -2.491
C -2.411 -1.083 -5.120
H -3.154 -2.883 -4.221
H -2.385 -1.754 -3.019
H -3.152 -0.966 -5.916
H -1.558 -1.620 -5.529
H -2.067 -0.089 -4.825
C -6.376 -1.685 -2.808
H -4.624 -1.191 -1.586
H -4.602 -2.836 -2.353
H -6.669 -0.645 -2.964
H -7.027 -2.101 -2.035
H -6.570 -2.244 -3.727
H -0.167 -1.933 0.685
N 1.654 0.899 2.065
C 2.066 -0.009 2.976
C 2.422 -1.306 2.578
C 2.603 -1.692 1.247
C 2.172 0.362 4.434
H 1.195 0.638 4.860
H 2.869 1.205 4.579
H 2.562 -0.491 5.004
C 3.113 -3.097 0.988
H 4.202 -3.116 0.788
H 2.600 -3.573 0.138
H 2.948 -3.726 1.879
N 2.415 -0.813 0.229
C 1.183 2.184 2.501
C -0.073 2.402 3.134
C -0.986 1.291 3.558
C -0.445 3.717 3.374
H -1.428 3.919 3.833
C 0.378 4.792 3.060
H 0.053 5.823 3.222
C 1.653 4.556 2.548
H 2.358 5.373 2.332
C 2.079 3.257 2.320
C 3.502 2.968 1.922
C 3.062 -1.134 -1.015
C 2.413 -1.792 -2.090
C 1.041 -2.374 -2.000
C 3.096 -1.898 -3.302
H 2.593 -2.336 -4.163
C 4.411 -1.447 -3.435
H 4.937 -1.541 -4.381
C 5.081 -0.903 -2.333
H 6.124 -0.598 -2.379
C 4.407 -0.735 -1.126
C 5.123 -0.230 0.093
Be 2.115 0.825 0.464
H -1.981 1.432 3.116
H -1.135 1.300 4.648
H -0.615 0.310 3.268
H 3.856 2.020 2.356
H 4.150 3.774 2.295
H 3.617 2.930 0.829
H 0.533 -2.320 -2.971
H 0.433 -1.829 -1.289
H 1.024 -3.434 -1.707
H 4.573 0.559 0.637
H 6.091 0.192 -0.192
H 5.301 -1.049 0.811
H 2.591 -2.044 3.360
C -1.092 -1.360 0.504
Si -2.011 -2.628 1.539
H -1.091 -0.319 0.918
H -1.295 -1.203 -0.567
C -3.681 -1.963 2.007
C -0.798 -2.822 2.987
C -1.684 -3.930 0.212
H -1.895 -3.527 -0.797
H -2.248 -4.870 0.311
H -0.598 -4.162 0.225
H -3.525 -0.960 2.444
H -4.280 -2.530 2.741
H -4.323 -1.815 1.124
H -0.556 -1.852 3.452
H 0.161 -3.234 2.628
H -1.197 -3.494 3.768
Se 2.454 3.972 -2.872
C 2.323 2.761 -1.593
N 2.287 1.921 -0.726
```

## Properties
orbital gap: 8.07 eV
HOMO: -7.8282 eV

Mulliken population analysis, charges in e, atoms 1 to 8:
1. O 0.036
2. O -0.394
3. C 0.679
4. C -1.483
5. H -0.578
6. H 0.383
7. H 0.222
8. H 0.410

=====

Short version: version a is the least stable of them.